(1)
{"formula": "C21H20BrN5S", "method": "ωB97M-V/def2-TZVPD", "smiles": "Brc1ccc(-c2nnc3sc(CN4CCN(c5ccccc5)CC4)cn23)cc1", "spin_multiplicity": 1, "max_force_ev_per_a": 1.3, "elements": ["Br", "C", "C", "C", "C", "C", "N", "N", "C", "S", "C", "C", "N", "C", "C", "N", "C", "C", "C", "C", "C", "C", "C", "C", "C", "N", "C", "C", "H", "H", "H", "H", "H", "H", "H", "H", "H", "H", "H", "H", "H", "H", "H", "H", "H", "H", "H", "H"], "xyz": [[-4.12, -3.48, 1.02], [-3.35, -1.89, 0.32], [-4.17, -0.92, -0.24], [-3.60, 0.24, -0.73], [-2.22, 0.43, -0.67], [-1.70, 1.67, -1.21], [-2.40, 2.47, -1.98], [-1.67, 3.53, -2.33], [-0.51, 3.39, -1.76], [0.97, 4.27, -1.67], [1.62, 3.04, -0.60], [3.01, 3.14, -0.06], [3.59, 1.82, -0.01], [4.67, 1.69, 0.95], [5.20, 0.24, 0.86], [4.27, -0.63, 0.16], [3.20, -1.20, 0.83], [2.86, -0.88, 2.14], [1.83, -1.53, 2.79], [1.11, -2.53, 2.16], [1.44, -2.87, 0.85], [2.47, -2.22, 0.20], [4.13, -0.22, -1.22], [4.01, 1.32, -1.31], [0.75, 2.04, -0.37], [-0.45, 2.22, -1.02], [-1.41, -0.56, -0.11], [-1.98, -1.72, 0.38], [-5.24, -1.07, -0.28], [-4.21, 1.01, -1.17], [2.96, 3.54, 0.96], [3.59, 3.86, -0.66], [4.27, 1.90, 1.94], [5.50, 2.40, 0.75], [6.13, 0.22, 0.29], [5.40, -0.17, 1.85], [3.39, -0.10, 2.67], [1.59, -1.26, 3.81], [0.32, -3.05, 2.68], [0.91, -3.66, 0.34], [2.73, -2.52, -0.80], [4.99, -0.56, -1.79], [3.23, -0.68, -1.64], [3.25, 1.59, -2.05], [4.96, 1.77, -1.62], [0.94, 1.19, 0.25], [-0.34, -0.46, -0.08], [-1.35, -2.49, 0.81]]}

=====

(2)
{"formula": "C21H20ClF2NO4", "method": "ωB97M-V/def2-TZVPD", "smiles": "COc1cc(CN(C)Cc2cc(=O)oc3cc(C)c(Cl)cc23)ccc1OC(F)F", "spin_multiplicity": 1, "max_force_ev_per_a": 1.5, "elements": ["C", "O", "C", "C", "C", "C", "N", "C", "C", "C", "C", "C", "O", "O", "C", "C", "C", "C", "C", "Cl", "C", "C", "C", "C", "C", "O", "C", "F", "F", "H", "H", "H", "H", "H", "H", "H", "H", "H", "H", "H", "H", "H", "H", "H", "H", "H", "H", "H", "H"], "xyz": [[-0.87, -0.96, -3.62], [0.24, -0.37, -2.98], [0.54, -0.76, -1.72], [-0.22, -1.63, -0.95], [0.18, -1.98, 0.34], [-0.68, -2.88, 1.18], [-1.19, -2.22, 2.37], [-1.98, -3.13, 3.17], [-1.89, -0.98, 2.06], [-0.90, 0.16, 2.00], [-0.04, 0.31, 3.04], [1.01, 1.30, 3.05], [1.79, 1.49, 3.95], [1.13, 2.07, 1.92], [0.27, 1.97, 0.89], [0.50, 2.81, -0.20], [-0.33, 2.80, -1.30], [-0.06, 3.66, -2.49], [-1.44, 1.95, -1.26], [-2.56, 1.97, -2.58], [-1.67, 1.10, -0.21], [-0.80, 1.07, 0.89], [1.36, -1.47, 0.84], [2.13, -0.59, 0.09], [1.72, -0.23, -1.18], [2.40, 0.65, -2.02], [3.60, 1.12, -1.69], [4.51, 0.15, -1.44], [3.59, 1.90, -0.57], [-1.81, -0.71, -3.11], [-0.89, -0.54, -4.62], [-0.76, -2.04, -3.69], [-1.13, -2.04, -1.34], [-0.09, -3.73, 1.51], [-1.51, -3.27, 0.56], [-2.88, -3.49, 2.66], [-2.27, -2.63, 4.10], [-1.36, -3.99, 3.43], [-2.46, -1.07, 1.12], [-2.60, -0.77, 2.86], [-0.08, -0.35, 3.89], [1.36, 3.46, -0.16], [0.14, 3.03, -3.35], [0.80, 4.30, -2.31], [-0.93, 4.28, -2.72], [-2.54, 0.46, -0.23], [1.68, -1.74, 1.83], [3.04, -0.20, 0.52], [3.98, 1.74, -2.52]]}

=====

(3)
{"formula": "C21H20ClFN2O3", "method": "ωB97M-V/def2-TZVPD", "smiles": "Cn1c(=O)cc(OCCCC(=O)NCc2ccc(F)cc2Cl)c2ccccc21", "spin_multiplicity": 1, "max_force_ev_per_a": 0.7, "elements": ["C", "N", "C", "O", "C", "C", "O", "C", "C", "C", "C", "O", "N", "C", "C", "C", "C", "C", "F", "C", "C", "Cl", "C", "C", "C", "C", "C", "C", "H", "H", "H", "H", "H", "H", "H", "H", "H", "H", "H", "H", "H", "H", "H", "H", "H", "H", "H", "H"], "xyz": [[2.79, 2.82, 1.00], [2.34, 1.44, 0.95], [1.18, 1.14, 1.64], [0.58, 2.00, 2.26], [0.72, -0.23, 1.57], [1.39, -1.19, 0.89], [1.03, -2.49, 0.77], [-0.26, -2.89, 1.18], [-1.33, -2.35, 0.23], [-2.76, -2.73, 0.64], [-3.66, -1.86, -0.23], [-4.06, -2.19, -1.32], [-3.91, -0.65, 0.32], [-4.28, 0.49, -0.51], [-3.02, 1.24, -0.85], [-2.39, 1.06, -2.08], [-1.17, 1.64, -2.36], [-0.57, 2.43, -1.39], [0.63, 2.99, -1.64], [-1.16, 2.65, -0.16], [-2.38, 2.04, 0.10], [-3.08, 2.26, 1.66], [2.62, -0.84, 0.20], [3.35, -1.79, -0.50], [4.51, -1.44, -1.16], [4.94, -0.12, -1.13], [4.23, 0.84, -0.44], [3.06, 0.50, 0.25], [3.80, 2.88, 1.42], [2.77, 3.26, 0.01], [2.10, 3.35, 1.65], [-0.19, -0.42, 2.11], [-0.23, -3.98, 1.16], [-0.46, -2.57, 2.21], [-1.24, -1.26, 0.18], [-1.13, -2.74, -0.78], [-2.92, -2.53, 1.70], [-2.95, -3.78, 0.43], [-3.49, -0.41, 1.20], [-4.75, 0.10, -1.41], [-4.98, 1.13, 0.04], [-2.86, 0.43, -2.81], [-0.68, 1.49, -3.31], [-0.67, 3.25, 0.59], [2.99, -2.81, -0.52], [5.07, -2.18, -1.71], [5.84, 0.17, -1.65], [4.59, 1.85, -0.43]]}

=====

(4)
{"formula": "C21H20F3IN3O4PS2", "method": "ωB97M-V/def2-TZVPD", "smiles": "COCc1c(C)c([PH2]=S)c2c(c1F)N(CC(=O)N(C)C)c1cc(N(C(=O)F)C(=O)F)cc(I)c1S2", "spin_multiplicity": 1, "max_force_ev_per_a": 3.7, "elements": ["C", "O", "C", "C", "C", "C", "C", "P", "S", "C", "C", "C", "F", "N", "C", "C", "O", "N", "C", "C", "C", "C", "C", "N", "C", "O", "F", "C", "O", "F", "C", "C", "I", "C", "S", "H", "H", "H", "H", "H", "H", "H", "H", "H", "H", "H", "H", "H", "H", "H", "H", "H", "H", "H", "H"], "xyz": [[4.29, -0.45, 2.89], [4.95, -1.30, 1.95], [4.55, -1.02, 0.61], [3.06, -1.50, 0.36], [2.76, -2.94, 0.46], [3.90, -3.92, 0.85], [1.35, -3.33, 0.17], [0.90, -5.15, 0.27], [1.96, -6.15, -1.02], [0.34, -2.29, -0.19], [0.63, -0.86, -0.24], [2.04, -0.48, 0.04], [2.49, 0.82, -0.01], [-0.26, 0.23, -0.58], [0.16, 1.00, -1.78], [0.42, 2.52, -1.38], [0.92, 3.24, -2.22], [0.05, 3.08, -0.09], [-0.69, 4.38, -0.28], [1.27, 3.48, 0.70], [-1.67, -0.07, -0.54], [-2.58, 1.10, -0.53], [-4.05, 0.96, -0.55], [-4.90, 2.16, -0.58], [-5.09, 2.67, -1.93], [-5.14, 3.85, -2.07], [-5.25, 1.89, -3.04], [-6.18, 1.93, 0.05], [-7.17, 1.55, -0.50], [-6.20, 2.13, 1.41], [-4.68, -0.37, -0.56], [-3.79, -1.54, -0.55], [-4.60, -3.54, -0.53], [-2.32, -1.39, -0.55], [-1.33, -2.91, -0.57], [3.16, -0.53, 2.88], [4.53, 0.65, 2.72], [4.62, -0.79, 3.92], [4.67, 0.08, 0.40], [5.24, -1.56, -0.10], [3.50, -4.96, 0.95], [4.80, -3.86, 0.18], [4.27, -3.62, 1.88], [-0.49, -5.37, 0.09], [1.18, -5.58, 1.62], [-0.67, 1.03, -2.55], [1.05, 0.53, -2.28], [0.00, 5.25, -0.44], [-1.48, 4.28, -1.08], [-1.26, 4.53, 0.69], [1.08, 4.35, 1.38], [2.14, 3.62, 0.01], [1.52, 2.60, 1.36], [-2.20, 2.15, -0.55], [-5.77, -0.58, -0.59]]}

=====

(5)
{"formula": "C21H20IrN2O4S4", "method": "ωB97M-V/def2-TZVPD", "e_above_lowest_kcal_mol": 53.8, "s_squared": 0.791, "spin_multiplicity": 2, "max_force_ev_per_a": 3.4, "elements": ["Ir", "O", "C", "C", "C", "C", "C", "C", "C", "N", "N", "C", "O", "C", "C", "C", "C", "C", "C", "H", "H", "H", "H", "H", "H", "H", "H", "H", "H", "O", "C", "S", "C", "C", "S", "S", "S", "C", "C", "O", "C", "C", "H", "H", "H", "H", "H", "H", "H", "H", "H", "H"], "xyz": [[0.05, -0.18, -0.64], [1.83, -0.18, -1.67], [2.82, -1.02, -1.43], [3.55, -1.53, -2.51], [4.63, -2.37, -2.31], [5.03, -2.72, -1.02], [4.32, -2.22, 0.05], [3.22, -1.38, -0.13], [2.52, -0.89, 1.03], [1.47, -0.16, 1.00], [0.96, 0.26, 2.20], [-0.19, 0.81, 2.03], [-0.75, 0.98, 0.88], [-0.93, 1.26, 3.24], [-2.26, 1.64, 3.11], [-2.99, 2.01, 4.23], [-2.39, 2.02, 5.48], [-1.05, 1.65, 5.61], [-0.32, 1.27, 4.49], [3.24, -1.24, -3.50], [5.18, -2.75, -3.16], [5.87, -3.39, -0.86], [4.61, -2.47, 1.07], [2.92, -1.14, 2.01], [-2.72, 1.62, 2.13], [-4.03, 2.30, 4.13], [-2.96, 2.30, 6.36], [-0.58, 1.66, 6.58], [0.71, 0.98, 4.58], [-3.28, -6.25, -1.14], [-2.66, -5.23, -1.04], [-1.97, -4.36, -2.43], [-1.30, -3.04, -1.51], [-1.47, -3.07, -0.15], [-0.85, -1.90, 0.89], [-2.36, -4.41, 0.51], [-0.50, -1.81, -2.34], [-3.20, 2.18, -2.34], [-2.17, 1.15, -2.79], [-0.90, 1.35, -2.17], [-0.14, 2.45, -2.71], [0.92, 2.87, -1.72], [-4.19, 1.85, -2.64], [-3.02, 3.16, -2.78], [-3.17, 2.27, -1.26], [-2.05, 1.17, -3.88], [-2.49, 0.15, -2.50], [-0.83, 3.28, -2.89], [0.29, 2.14, -3.66], [0.46, 3.15, -0.77], [1.47, 3.73, -2.12], [1.62, 2.06, -1.54]]}

=====

Number 1: calculated total energy -110429.0368 eV. Number 2: calculated total energy -49739.2573 eV. Number 3: calculated total energy -46465.8124 eV. Number 4: calculated total energy -81969.2822 eV. Number 5: calculated total energy -79450.0267 eV.